Here is a molecular structure, C37H81CuF3NO16S5 at a distorted geometry from the OMol25 dataset. Energies are from ωB97M-V/def2-TZVPD.

Summary:
Kohn-Sham gap (alpha / beta), eV: 5.854 / 5.129
LUMO level (alpha / beta), eV: -5.204 / -5.929

Structure (ORCA input):
```
! RIJCOSX wB97M-V def2-TZVPD def2/J DEFGRID3
* xyz 1 2
Cu -0.421 -2.046 4.332
C -0.391 -0.339 0.591
O 0.726 -1.208 1.034
O -1.169 -0.348 1.807
C 0.159 0.995 -0.070
F 1.207 1.486 0.759
F 0.602 0.819 -1.281
F -0.770 1.914 -0.089
C 1.832 -1.388 0.145
C 2.708 -2.492 0.746
H 2.114 -3.406 0.765
H 3.615 -2.508 0.142
H 2.949 -2.208 1.770
H 2.456 -0.545 -0.151
H 1.351 -1.748 -0.764
H -0.918 -0.918 -0.167
C -6.224 5.219 -4.741
C -6.156 4.717 -3.288
C -4.900 3.940 -2.975
O -6.011 5.892 -2.512
H -6.310 4.344 -5.385
H -5.368 5.776 -5.122
H -7.105 5.844 -4.894
H -6.994 4.178 -2.847
H -4.993 2.978 -3.479
H -4.703 3.549 -1.977
H -3.999 4.353 -3.428
H -5.822 5.735 -1.584
C 6.599 -6.500 5.479
C 7.150 -5.883 4.180
C 6.393 -6.509 3.067
O 6.852 -4.557 4.158
H 6.882 -7.534 5.676
H 5.511 -6.435 5.491
H 7.035 -5.907 6.283
H 8.235 -5.976 4.244
H 6.770 -6.115 2.123
H 5.304 -6.474 3.096
H 6.619 -7.575 3.058
H 7.447 -4.028 3.621
C 0.759 -8.559 -3.293
C 1.113 -7.294 -3.982
C 2.557 -6.891 -3.848
O 0.656 -7.438 -5.251
H 1.315 -9.430 -3.639
H -0.280 -8.872 -3.184
H 1.009 -8.300 -2.264
H 0.433 -6.548 -3.570
H 2.983 -6.152 -4.528
H 3.148 -7.750 -4.166
H 2.738 -6.672 -2.796
H 0.666 -8.315 -5.640
C 3.940 0.154 6.607
C 3.244 -0.936 5.770
C 3.163 -2.344 6.401
O 2.016 -2.991 5.793
C 1.519 -4.127 6.475
N 1.892 -0.394 5.477
H 3.833 1.197 6.309
H 4.986 -0.113 6.757
H 3.450 0.080 7.578
H 3.935 -1.063 4.937
H 3.018 -2.293 7.480
H 3.987 -3.052 6.313
H 1.404 -3.864 7.527
H 1.888 -5.139 6.311
H 0.490 -4.344 6.189
H 1.408 -0.097 6.312
H 2.144 0.440 4.965
C 3.157 3.696 -4.916
C 4.421 3.073 -4.184
C 4.581 4.017 -2.938
S 4.515 5.825 -3.528
O 5.854 6.359 -3.860
O 3.637 6.496 -2.572
C 3.437 5.265 -5.116
H 2.245 3.555 -4.335
H 2.998 3.224 -5.886
H 5.229 3.204 -4.905
H 4.200 2.030 -3.955
H 5.336 3.900 -2.161
H 3.612 3.866 -2.462
H 4.013 5.538 -6.000
H 2.505 5.806 -5.282
C -5.283 -5.884 2.057
C -4.552 -6.978 2.833
C -3.214 -7.331 2.038
S -2.498 -5.646 1.563
O -2.001 -5.576 0.213
O -1.715 -5.021 2.664
C -4.203 -4.782 1.751
H -6.202 -5.708 2.616
H -5.449 -6.488 1.165
H -5.183 -7.864 2.906
H -4.261 -6.744 3.857
H -3.504 -7.829 1.113
H -2.480 -7.855 2.650
H -4.218 -4.282 0.783
H -4.029 -4.069 2.558
C -0.176 -1.224 -5.817
C -1.063 -0.129 -6.251
C -2.430 -0.593 -6.879
S -2.316 -2.509 -6.556
O -1.618 -3.228 -7.632
O -3.670 -2.919 -6.065
C -1.119 -2.187 -5.123
H 0.667 -0.910 -5.201
H 0.270 -1.606 -6.735
H -0.639 0.557 -6.985
H -1.229 0.619 -5.476
H -2.761 -0.457 -7.909
H -3.237 -0.212 -6.254
H -0.785 -3.220 -5.027
H -1.662 -1.726 -4.298
C -3.116 3.969 5.120
C -4.462 3.112 4.934
C -5.242 3.624 3.738
S -4.838 5.371 3.471
O -5.538 6.086 4.507
O -4.985 5.826 2.058
C -3.115 5.084 3.995
H -2.219 3.353 5.189
H -3.012 4.381 6.124
H -5.065 3.041 5.840
H -4.075 2.096 4.857
H -6.316 3.731 3.591
H -4.980 3.003 2.881
H -2.629 6.030 4.231
H -2.611 4.677 3.118
C -0.552 9.219 -0.002
C -0.810 7.886 -0.665
C -1.456 8.211 -2.020
S -0.439 9.604 -2.677
O -1.258 10.727 -3.104
O 0.633 9.152 -3.576
C 0.290 9.996 -0.946
H -0.040 9.173 0.959
H -1.497 9.750 0.118
H -1.457 7.249 -0.061
H 0.066 7.238 -0.655
H -2.517 8.445 -1.936
H -1.316 7.344 -2.666
H 0.427 11.067 -0.797
H 1.271 9.519 -0.935
*
```